Record 1
{
  "formula": "C4H12",
  "method": "ωB97M-V with the def2-TZVPD basis set",
  "e_homo_ev": -11.783,
  "total_charge": 0,
  "relative_energy_ev": 0.2711,
  "smiles": "CC.CC",
  "homo_lumo_gap_ev": 12.9,
  "species": ["C", "C", "H", "H", "H", "H", "H", "H", "C", "C", "H", "H", "H", "H", "H", "H"],
  "positions_angstrom": [[0.3786, -2.1750, 0.5750], [1.6908, -2.5869, -0.1055], [-0.1598, -1.3564, 0.0848], [-0.2892, -3.0093, 0.7681], [0.5639, -1.7640, 1.5737], [2.4811, -2.7289, 0.6221], [1.5345, -3.4980, -0.6828], [2.0436, -1.8049, -0.7766], [-0.9955, 2.0829, -0.9316], [-1.0557, 2.6713, 0.4984], [-0.8256, 2.8749, -1.6585], [-0.2755, 1.2646, -0.9717], [-1.9635, 1.6033, -1.1191], [-0.3507, 3.4874, 0.6145], [-2.0657, 2.9438, 0.7827], [-0.7107, 1.8924, 1.1789]],
  "mulliken_charge": [-0.704, -0.769, 0.150, 0.301, 0.257, 0.251, 0.257, 0.257, -0.694, -0.761, 0.305, 0.151, 0.244, 0.270, 0.262, 0.222]
}

---

Record 2
{
  "formula": "C43H34F9N5O4PTe2Zr",
  "method": "ωB97M-V with the def2-TZVPD basis set",
  "e_homo_ev": [-8.595, -8.593],
  "total_charge": 1,
  "relative_energy_ev": 5.0130,
  "homo_lumo_gap_ev": [5.4, 5.4],
  "species": ["Zr", "O", "C", "N", "C", "O", "C", "C", "C", "C", "C", "N", "C", "C", "C", "C", "C", "N", "H", "H", "H", "H", "H", "H", "H", "H", "C", "O", "C", "O", "N", "N", "H", "H", "H", "H", "H", "H", "C", "Te", "C", "C", "C", "C", "C", "C", "C", "H", "H", "H", "H", "H", "H", "H", "H", "F", "C", "F", "F", "C", "C", "C", "C", "C", "C", "P", "C", "C", "C", "C", "C", "C", "C", "F", "F", "F", "C", "C", "C", "C", "C", "C", "C", "F", "F", "F", "H", "H", "H", "H", "H", "H", "H", "H", "H", "H", "H", "H", "Te"],
  "positions_angstrom": [[0.0918, -0.8911, -0.1318], [-1.7525, -3.9077, -0.2881], [-1.6421, -2.7556, 0.2270], [-1.7841, -1.5536, -0.5293], [-2.3363, -1.5734, -1.7972], [-3.0713, -2.3882, -2.2813], [-1.8929, -0.3802, -2.6123], [-2.5544, -0.1015, -3.7907], [-2.1320, 0.9686, -4.5581], [-1.0382, 1.6925, -4.1205], [-0.4212, 1.3210, -2.9435], [-0.8355, 0.3117, -2.1765], [-1.0863, -2.5628, 1.5337], [-0.9633, -3.6691, 2.4295], [-0.4146, -3.4896, 3.6511], [0.0786, -2.2028, 4.0051], [-0.0020, -1.2069, 3.0931], [-0.5917, -1.3205, 1.8710], [-3.3823, -0.7372, -4.0712], [-2.6409, 1.2300, -5.4786], [-0.6503, 2.5316, -4.6858], [0.4602, 1.8524, -2.6196], [-1.3605, -4.6188, 2.1023], [-0.3602, -4.3081, 4.3596], [0.5241, -2.0181, 4.9752], [0.4286, -0.2399, 3.3070], [3.7153, -3.2610, 3.4145], [2.8507, -3.2050, 2.2655], [2.6579, -2.0713, 1.6311], [1.7650, -2.0062, 0.8082], [3.4910, -1.0460, 1.8788], [3.2399, 0.1437, 1.1962], [3.4484, -4.1702, 3.9374], [3.5482, -2.4037, 4.0641], [4.7594, -3.3179, 3.1066], [4.3952, -1.2157, 2.2843], [3.8164, 0.2069, 0.3700], [3.4360, 0.9255, 1.8048], [-0.5940, -4.0027, -3.1891], [0.5663, -3.6843, -1.4307], [1.9679, -5.0468, -2.3654], [1.3739, -5.4807, -3.6736], [2.0517, -6.3787, -4.4958], [1.4774, -6.8078, -5.6791], [0.2189, -6.3436, -6.0505], [-0.4485, -5.4366, -5.2457], [0.1285, -4.9984, -4.0542], [-0.7203, -3.0496, -3.6898], [-1.5668, -4.3452, -2.8510], [2.0811, -5.8854, -1.6770], [2.9308, -4.5565, -2.4712], [3.0321, -6.7447, -4.2052], [2.0104, -7.5063, -6.3145], [-0.2423, -6.6932, -6.9673], [-1.4265, -5.0639, -5.5354], [-1.6789, 5.8318, 6.4393], [-2.5120, 4.8293, 6.1019], [-2.7281, 4.0853, 7.1961], [-3.6800, 5.3857, 5.7407], [-1.9334, 4.0160, 4.9758], [-1.6575, 4.6566, 3.7705], [-1.1133, 3.9414, 2.7220], [-0.8196, 2.5826, 2.8736], [-1.1217, 1.9527, 4.0734], [-1.6836, 2.6690, 5.1273], [-0.0752, 1.6437, 1.4684], [1.2762, 2.7575, 0.9011], [1.8721, 2.4790, -0.3259], [3.0011, 3.1517, -0.7570], [3.5861, 4.0966, 0.0737], [3.0446, 4.3571, 1.3178], [1.8907, 3.6916, 1.7278], [4.8209, 4.8251, -0.3872], [5.5923, 4.0353, -1.1575], [5.5642, 5.2362, 0.6503], [4.5013, 5.9065, -1.1158], [-1.4755, 2.0868, 0.3430], [-2.6523, 1.3548, 0.5085], [-3.7759, 1.6543, -0.2433], [-3.7208, 2.6852, -1.1727], [-2.5659, 3.4310, -1.3309], [-1.4478, 3.1368, -0.5642], [-4.9220, 2.9575, -2.0381], [-6.0626, 2.8684, -1.3384], [-5.0007, 2.0613, -3.0464], [-4.8677, 4.1794, -2.5913], [-1.8741, 5.7131, 3.6586], [-0.9224, 4.4407, 1.7792], [-0.9424, 0.8923, 4.1997], [-1.9206, 2.1767, 6.0611], [1.4780, 1.6948, -0.9470], [3.4436, 2.9260, -1.7213], [3.5241, 5.0733, 1.9749], [1.4763, 3.9098, 2.7046], [-2.6917, 0.5515, 1.2302], [-4.6922, 1.0892, -0.1143], [-2.5384, 4.2392, -2.0518], [-0.5457, 3.7260, -0.6909], [1.9162, -1.5161, -2.3621]],
  "mulliken_charge": [-0.485, -0.691, -0.309, 0.586, -0.242, -0.581, 0.780, -0.967, -0.749, -0.902, -0.458, 1.289, 1.618, -1.530, -0.461, -1.408, -0.878, 0.650, 0.657, 0.476, 0.539, 0.363, 0.624, 0.466, 0.550, 0.982, -0.929, -0.262, -0.423, 0.555, -0.303, -0.323, 0.255, 0.394, 0.336, 0.229, 0.280, 0.289, -0.896, 0.411, -1.370, 0.827, -0.768, -0.586, -0.640, -0.595, 0.384, 0.368, 0.667, 0.501, 0.490, 0.453, 0.407, 0.411, 0.495, -0.254, 0.779, -0.279, -0.250, 0.175, -1.340, -0.294, 0.335, -0.290, -0.902, 2.367, -0.010, -0.308, -1.174, 0.145, -1.200, -0.917, 0.822, -0.267, -0.269, -0.243, 0.934, -0.775, -0.943, 0.247, -0.971, 0.111, 0.685, -0.275, -0.217, -0.289, 0.430, 0.538, 0.374, 0.519, 0.489, 0.516, 0.491, 0.520, 0.238, 0.496, 0.489, 0.532, -0.343]
}

---

Record 3
{
  "formula": "C23H17CuFN2O11",
  "method": "ωB97M-V with the def2-TZVPD basis set",
  "e_homo_ev": 1.127,
  "total_charge": -3,
  "homo_lumo_gap_ev": 5.0,
  "species": ["Cu", "C", "C", "C", "O", "C", "C", "C", "O", "O", "O", "H", "H", "C", "C", "C", "O", "C", "C", "C", "O", "O", "O", "H", "H", "C", "C", "O", "C", "O", "O", "F", "H", "H", "H", "N", "C", "C", "C", "C", "H", "H", "H", "H", "H", "N", "C", "C", "C", "C", "H", "H", "H", "H", "H"],
  "positions_angstrom": [[-0.8325, -0.1745, 0.8943], [1.5393, 1.9881, 1.6453], [0.7374, 2.5532, 0.6272], [1.3133, 3.8216, -0.1021], [0.6989, 4.2260, -1.0785], [2.3484, 4.5786, 0.5285], [3.0422, 4.0157, 1.6157], [2.6764, 2.6443, 2.1315], [3.3832, 2.1281, 3.0270], [3.8037, 4.7525, 2.2939], [-0.3330, 2.1119, 0.2158], [1.1553, 1.0766, 2.0987], [2.5065, 5.5835, 0.1762], [-3.0199, -1.3051, -2.7855], [-3.3935, -0.9121, -4.0944], [-4.1022, 0.4496, -4.2783], [-4.6701, 0.7342, -5.3354], [-4.0363, 1.3453, -3.1847], [-3.4613, 1.0286, -1.9315], [-2.9337, -0.3813, -1.7240], [-2.6478, -0.8258, -0.5567], [-3.3714, 1.8338, -1.0191], [-3.1910, -1.6004, -5.0893], [-2.6141, -2.3155, -2.8075], [-4.4376, 2.3335, -3.3716], [0.1917, -1.9631, -3.8331], [0.8730, -3.2507, -3.3623], [0.6657, -3.2819, -1.9974], [0.3466, -2.0030, -1.5548], [0.2892, -1.6731, -0.4366], [0.1629, -1.1951, -2.5938], [2.2472, -3.2439, -3.5845], [-0.8798, -2.1031, -4.0236], [0.7493, -1.3321, -4.5153], [0.5340, -4.0970, -3.9593], [3.5073, -0.9121, 2.1293], [4.4885, -1.8245, 1.8491], [3.8768, -3.0492, 1.6433], [2.4940, -2.8684, 1.9112], [2.3177, -1.5492, 2.2999], [3.6551, 0.0802, 2.4257], [5.4797, -1.4566, 1.6375], [4.3897, -3.9445, 1.3231], [1.6894, -3.5869, 1.9085], [1.4378, -1.0039, 2.6034], [-1.0913, 0.9874, 3.8585], [-1.3275, -0.3767, 3.8667], [-2.3463, -0.5949, 2.9663], [-2.7821, 0.6343, 2.4093], [-1.9026, 1.5748, 2.9140], [-0.3611, 1.4097, 4.3951], [-0.7343, -1.0281, 4.4829], [-2.7029, -1.5901, 2.7351], [-3.5713, 0.9006, 1.7281], [-1.8568, 2.6505, 2.8782]],
  "mulliken_charge": [1.332, 0.408, 0.028, 0.258, -0.708, -0.893, 0.527, 0.190, -0.891, -0.795, -0.448, -0.008, 0.386, -1.139, 0.627, 0.237, -0.776, -0.900, 0.497, 0.855, -0.784, -0.721, -0.797, 0.542, 0.349, -0.184, 0.331, -0.353, 0.170, -0.332, -0.254, -0.344, 0.035, 0.250, 0.283, 0.207, -0.472, -0.674, -0.696, -0.209, 0.226, 0.385, 0.370, 0.418, 0.415, 0.113, -0.569, -0.581, -0.463, -0.382, 0.280, 0.434, 0.424, 0.382, 0.415]
}

---

Record 4
{
  "formula": "C2H7N3OS",
  "method": "ωB97M-V with the def2-TZVPD basis set",
  "e_homo_ev": -9.375,
  "total_charge": 0,
  "relative_energy_ev": 1.6347,
  "smiles": "[H]/N=C(\\NS)NOC",
  "homo_lumo_gap_ev": 10.1,
  "species": ["C", "C", "H", "H", "H", "H", "H", "H", "H", "N", "N", "N", "O", "S"],
  "positions_angstrom": [[2.8338, -0.8938, -0.2849], [-0.1368, 0.8102, -0.0493], [2.2547, -1.1520, -1.1617], [3.1222, -1.7377, 0.3387], [3.6126, -0.1499, -0.5567], [1.6187, 1.6870, 0.3921], [-1.7248, 1.8570, -0.2122], [-0.0026, -1.2193, 0.1958], [-2.6446, -0.5378, 1.2461], [1.3236, 0.8245, -0.1003], [-0.7289, 1.9407, -0.0539], [-0.6409, -0.4860, -0.1051], [1.8667, -0.2783, 0.5721], [-2.3143, -0.7484, -0.0624]],
  "mulliken_charge": [-0.468, 0.349, 0.278, 0.242, 0.244, 0.299, 0.256, 0.317, 0.148, -0.217, -0.661, -0.243, -0.326, -0.218]
}

---

Record 5
{
  "formula": "C3H9NP2",
  "method": "ωB97M-V with the def2-TZVPD basis set",
  "e_homo_ev": -8.108,
  "total_charge": 0,
  "relative_energy_ev": 0.6633,
  "smiles": "NP1#[PH]CCC1",
  "homo_lumo_gap_ev": 9.1,
  "species": ["C", "C", "C", "N", "P", "P", "H", "H", "H", "H", "H", "H", "H", "H", "H"],
  "positions_angstrom": [[-1.3206, -0.1042, -0.0049], [-0.9071, -1.4388, -0.4120], [-0.2816, 0.8322, -0.7473], [1.8647, 1.0596, 0.9250], [0.8300, -1.6937, 0.2756], [1.5620, 0.2087, -0.5676], [-2.3520, 0.0662, -0.4623], [-1.2789, 0.1306, 1.0201], [-1.6473, -2.1122, 0.1718], [-0.8812, -1.5672, -1.5425], [-0.4345, 0.8433, -1.8241], [-0.2582, 1.9366, -0.4303], [2.0263, 2.1284, 0.8392], [2.6202, 0.4999, 1.3776], [0.4582, -0.7893, 1.3817]],
  "mulliken_charge": [-0.701, -0.637, -0.745, -0.589, -0.105, 0.089, 0.298, 0.398, 0.316, 0.373, 0.420, 0.327, 0.239, 0.229, 0.087]
}

---

Looking at total energy for the records above, in order, we have -159.575010, -4056.886731, -3564.060591, -718.015829, -857.119794 a.u..
Looking at max |F| for the records above, in order, we have 1.192, 1.584, 3.151, 1.830, 4.901 eV/A.